(1)
{"formula": "C30H30N4O2RhS2", "method": "ωB97M-V/def2-TZVPD", "gap_ev": [4.72, 4.73], "relative_energy_kj_mol": 0.0, "spin_multiplicity": 1, "charge": 3, "lumo_ev": [-11.43, -11.43], "homo_ev": [-16.16, -16.16], "e_tot_ev": -66306.1942, "symbols": ["Rh", "S", "C", "N", "C", "C", "N", "C", "C", "C", "C", "C", "C", "C", "C", "S", "C", "C", "C", "C", "C", "C", "C", "H", "H", "H", "H", "H", "H", "H", "H", "H", "H", "H", "H", "H", "H", "H", "H", "H", "H", "O", "C", "C", "C", "C", "N", "C", "C", "C", "C", "C", "C", "O", "C", "C", "N", "H", "H", "H", "H", "H", "H", "H", "H", "H", "H", "H", "H"], "coordinates": [[0.101491, -0.446061, 0.049483], [-1.253768, -0.096875, 1.842104], [-0.512459, -0.873883, 3.178359], [-1.116148, -1.063356, 4.296451], [-0.475934, -1.924702, 5.319220], [0.978269, -1.596033, 5.394084], [1.579286, -1.715236, 4.041721], [2.936342, -2.320744, 3.988065], [2.839146, -3.762300, 4.419859], [3.560015, -4.202491, 5.521742], [3.468621, -5.529874, 5.919800], [2.649486, -6.407856, 5.227221], [1.930823, -5.969334, 4.120569], [2.025432, -4.648051, 3.716728], [0.901447, -1.348086, 3.021918], [1.650535, -1.246863, 1.457732], [-2.443602, -0.497171, 4.654899], [-2.280860, 0.402758, 5.856161], [-1.534579, 1.572493, 5.739700], [-1.403303, 2.420128, 6.827581], [-2.009710, 2.093932, 8.034886], [-2.752826, 0.930365, 8.151309], [-2.882729, 0.076365, 7.063447], [-0.632589, -2.967222, 5.033165], [-0.952364, -1.743448, 6.279438], [1.492810, -2.282707, 6.061432], [1.139801, -0.572777, 5.742734], [3.571544, -1.756364, 4.671735], [3.344193, -2.210675, 2.986112], [4.205364, -3.519234, 6.064186], [4.037041, -5.876417, 6.772425], [2.573474, -7.439185, 5.545008], [1.307486, -6.663078, 3.571077], [1.482413, -4.313329, 2.835410], [-3.110352, -1.331877, 4.878048], [-2.842922, 0.041409, 3.801745], [-1.074256, 1.837887, 4.790516], [-0.841353, 3.340238, 6.735130], [-1.900482, 2.750345, 8.887639], [-3.237912, 0.689341, 9.087539], [-3.470207, -0.831696, 7.155731], [3.138948, -1.874816, -5.883931], [3.520811, -0.691606, -5.229866], [2.743646, -0.598063, -3.953018], [3.015299, 0.393278, -3.014707], [2.276600, 0.448139, -1.854345], [1.294332, -0.431187, -1.601206], [1.012325, -1.390497, -2.511288], [1.710634, -1.499905, -3.687465], [-0.148395, -2.216868, -2.144884], [-0.496863, -3.389159, -2.760836], [-1.649955, -4.067453, -2.359092], [-2.008364, -5.371946, -3.002211], [-0.811941, -5.975083, -3.426151], [-2.439718, -3.502045, -1.358948], [-2.033255, -2.344120, -0.747730], [-0.899830, -1.707135, -1.120181], [3.602264, -1.954454, -6.726662], [3.303343, 0.203302, -5.824451], [4.589423, -0.664227, -4.993705], [3.791515, 1.128036, -3.188504], [2.452596, 1.213170, -1.108622], [1.477163, -2.264644, -4.413699], [0.126851, -3.813943, -3.534547], [-2.681429, -5.149241, -3.841190], [-2.571922, -5.989187, -2.297082], [-1.002986, -6.714399, -4.016139], [-3.362116, -3.970344, -1.039539], [-2.623577, -1.878497, 0.026956]], "forces_ev_per_a": [[0.1, 0.5, -0.2], [-0.3, 0.2, 0.4], [0.1, 0.1, -0.6], [-0.2, -0.3, 0.6], [-0.1, 0.0, 0.0], [0.1, 0.1, 0.1], [0.2, -0.2, 0.7], [0.2, -0.1, 0.1], [0.0, 0.1, 0.0], [0.0, 0.0, 0.1], [0.0, 0.0, 0.0], [0.0, 0.0, 0.0], [0.0, 0.0, 0.0], [0.0, 0.0, -0.1], [-0.2, 0.3, -0.5], [-0.6, -0.3, -0.7], [-0.1, 0.1, 0.2], [0.0, -0.1, -0.1], [0.0, 0.1, 0.0], [0.1, 0.0, 0.0], [0.0, 0.0, 0.0], [0.0, -0.1, 0.0], [-0.1, 0.0, 0.1], [-0.1, 0.0, 0.0], [-0.1, 0.1, 0.0], [0.1, -0.1, -0.1], [0.1, 0.0, 0.0], [-0.1, 0.1, 0.0], [-0.1, 0.0, -0.1], [0.0, 0.0, 0.0], [0.0, 0.0, 0.0], [0.0, 0.0, 0.0], [0.0, 0.0, 0.0], [0.0, 0.0, 0.0], [0.1, -0.1, 0.0], [0.1, 0.0, -0.1], [-0.1, 0.0, 0.0], [0.0, 0.0, 0.0], [0.0, 0.0, 0.0], [0.0, 0.0, 0.0], [0.0, 0.1, 0.0], [0.1, 0.1, -0.1], [0.0, -0.1, -0.1], [0.0, 0.0, 0.0], [0.0, 0.0, -0.1], [-0.1, 0.0, 0.1], [0.2, 0.0, -0.3], [0.0, 0.1, 0.2], [0.1, -0.1, 0.0], [-0.1, 0.2, 0.1], [-0.1, -0.1, 0.0], [0.0, 0.0, 0.0], [0.0, 0.0, -0.1], [-0.1, 0.0, -0.1], [-0.1, 0.0, -0.2], [0.1, 0.3, 0.0], [0.7, -0.7, 0.5], [0.0, 0.0, 0.1], [0.0, 0.0, 0.0], [0.0, -0.1, 0.0], [0.0, 0.0, 0.0], [0.0, 0.0, 0.0], [0.0, 0.0, 0.0], [0.0, 0.0, 0.0], [0.0, 0.0, 0.0], [0.0, 0.0, 0.1], [0.0, 0.0, 0.0], [0.0, 0.0, 0.0], [0.1, 0.0, 0.1]], "mulliken_charge": [-0.02, 0.04, 0.51, 0.17, -0.71, -0.65, 0.08, -1.20, 0.70, -0.38, -0.62, -0.48, -0.76, -0.12, 0.65, -0.04, -1.22, 0.72, -0.19, -0.77, -0.47, -0.62, -0.38, 0.35, 0.46, 0.46, 0.36, 0.42, 0.51, 0.41, 0.42, 0.42, 0.42, 0.43, 0.38, 0.54, 0.41, 0.43, 0.42, 0.42, 0.42, -0.50, -0.61, 0.42, -0.94, -0.39, -0.27, 0.37, -0.17, 0.45, -0.24, 0.57, -0.66, -0.52, -0.80, -0.45, -0.37, 0.33, 0.38, 0.38, 0.49, 0.48, 0.54, 0.56, 0.34, 0.38, 0.33, 0.47, 0.52]}

(2)
{"formula": "C30H30N6O6", "method": "ωB97M-V/def2-TZVPD", "gap_ev": 7.23, "spin_multiplicity": 1, "charge": 0, "lumo_ev": -0.72, "homo_ev": -7.95, "smiles": "O=[N+]([O-])c1ccccc1.O=[N+]([O-])c1ccccc1.O=[N+]([O-])c1ccccc1.c1cc[nH]c1.c1cc[nH]c1.c1cc[nH]c1", "e_tot_ev": -52810.9006, "symbols": ["N", "C", "C", "C", "C", "H", "H", "H", "H", "H", "N", "C", "C", "C", "C", "H", "H", "H", "H", "H", "N", "C", "C", "C", "C", "H", "H", "H", "H", "H", "C", "C", "C", "C", "C", "C", "N", "O", "O", "H", "H", "H", "H", "H", "C", "C", "C", "C", "C", "C", "N", "O", "O", "H", "H", "H", "H", "H", "C", "C", "C", "C", "C", "C", "N", "O", "O", "H", "H", "H", "H", "H"], "coordinates": [[-3.415968, -0.619788, -1.456526], [-2.345474, -1.298739, -1.092590], [-1.968372, -0.763948, 0.111307], [-2.796521, 0.275448, 0.441546], [-3.771849, 0.319150, -0.537655], [-3.697872, -0.690620, -2.423789], [-1.836575, -1.950960, -1.786864], [-1.152147, -0.970648, 0.787653], [-2.650683, 0.958096, 1.265631], [-4.697932, 0.850863, -0.699059], [-2.991220, 4.957645, 2.753454], [-3.725405, 3.834693, 2.427016], [-4.738350, 4.161940, 1.653598], [-4.696653, 5.590228, 1.380636], [-3.590545, 6.072995, 2.098203], [-2.159890, 4.938541, 3.326709], [-3.332782, 2.989923, 2.973469], [-5.438971, 3.372809, 1.423789], [-5.390226, 6.156877, 0.777094], [-3.191060, 7.076000, 2.126565], [1.841114, -4.449097, 3.492734], [2.548787, -3.908291, 2.417780], [1.655669, -3.562227, 1.403007], [0.409535, -3.905948, 1.920529], [0.537075, -4.548583, 3.082699], [2.250160, -4.852822, 4.323275], [3.624795, -3.815504, 2.416449], [1.895554, -3.020297, 0.500146], [-0.585722, -3.807350, 1.512922], [-0.239844, -5.075244, 3.616955], [2.760402, -2.042513, -3.790909], [1.523503, -2.472486, -3.241407], [1.346796, -3.787540, -2.828963], [2.377729, -4.673662, -2.826261], [3.610907, -4.234893, -3.432539], [3.793181, -2.979287, -3.904092], [2.179042, -6.085025, -2.399875], [2.945073, -6.971153, -2.894103], [1.314720, -6.239899, -1.560090], [2.927972, -1.066593, -4.222095], [0.724825, -1.757116, -3.111942], [0.426040, -4.029576, -2.319028], [4.359703, -4.999832, -3.576032], [4.674618, -2.611080, -4.407975], [0.597580, 1.508189, 1.814264], [1.460216, 1.489847, 2.961755], [2.505226, 0.609912, 3.082872], [2.861632, -0.150736, 1.978576], [2.151458, -0.042116, 0.782107], [1.004746, 0.748297, 0.698124], [3.989776, -1.077658, 2.039319], [4.511773, -1.291404, 3.167350], [4.493557, -1.537987, 1.020880], [-0.238948, 2.191292, 1.815056], [1.114773, 2.102142, 3.781613], [3.061647, 0.634000, 4.008191], [2.410907, -0.618573, -0.093556], [0.503671, 0.855564, -0.252570], [-1.244675, 4.581089, -0.500490], [0.086307, 4.286666, -0.861824], [0.422997, 3.415797, -1.815156], [-0.616752, 2.647434, -2.323011], [-1.961932, 2.840594, -1.972605], [-2.307481, 3.840666, -1.041532], [-0.390173, 1.286438, -2.860227], [-1.359793, 0.654163, -3.300801], [0.718235, 0.855630, -2.754299], [-1.362805, 5.442060, 0.140727], [0.899173, 4.729167, -0.305174], [1.477361, 3.438797, -2.047952], [-2.766468, 2.128764, -2.084092], [-3.335145, 4.067476, -0.798918]], "forces_ev_per_a": [[-1.6, 0.0, -1.7], [1.9, -0.5, 0.7], [2.3, -0.8, 0.9], [-1.8, 1.2, 0.0], [-0.1, 0.5, -0.3], [-0.6, 0.3, 0.3], [-0.1, -0.2, 0.3], [0.3, -0.6, -0.5], [-0.4, -0.2, 0.1], [0.2, 0.3, 0.2], [-1.1, 1.8, -1.4], [3.3, 0.4, 2.7], [-1.9, 0.3, -1.3], [1.4, -0.7, 1.3], [-0.4, -1.8, -0.3], [-0.3, 0.3, -0.2], [-0.7, -0.7, -0.5], [-0.4, 0.5, -0.6], [0.2, 0.0, 0.1], [0.1, -0.2, 0.2], [0.7, -0.3, -1.5], [-0.1, 0.2, -0.2], [1.5, 0.3, 1.4], [-2.2, -0.2, -1.5], [-0.1, -0.2, 1.9], [-0.1, 0.1, -0.4], [-0.1, 0.0, 0.3], [0.0, -0.2, 0.0], [0.2, 0.1, -0.5], [0.2, 0.2, 0.3], [-1.2, -1.2, 0.4], [1.4, 0.9, -0.7], [-0.9, 0.6, 1.4], [2.3, 0.6, -2.0], [-0.9, -2.8, 0.9], [-0.7, 1.6, -0.2], [1.7, -0.6, -0.6], [-2.2, 2.2, 1.4], [0.5, -0.6, -0.7], [-0.3, 0.2, 0.3], [-0.1, 0.0, -0.1], [-0.2, -0.3, -0.2], [0.2, 0.0, 0.1], [0.4, -0.6, 0.1], [2.4, -0.5, 0.3], [-2.5, 0.0, -1.2], [0.6, 0.4, 0.2], [-0.6, -0.1, -0.7], [-0.4, -0.2, 0.1], [0.1, 1.0, 0.9], [2.8, -0.5, 1.7], [-1.6, 0.5, -1.9], [-1.3, 0.5, 0.5], [-0.2, -0.1, -0.2], [0.4, 0.0, 0.3], [0.2, -0.4, -0.1], [0.4, -0.1, 0.1], [-0.2, -0.3, 0.1], [0.0, -0.3, -0.5], [-1.0, 1.8, 1.7], [0.4, -0.9, -0.8], [-2.0, -1.2, 0.1], [0.1, 0.6, 1.7], [1.8, 1.0, -0.6], [-1.9, 0.4, -0.8], [1.3, 0.7, 0.3], [1.4, -0.8, -0.1], [-0.5, -0.2, 0.4], [0.0, 0.6, -0.1], [-0.1, -1.1, -0.5], [0.5, -0.3, -1.0], [0.0, -0.2, 0.2]], "mulliken_charge": [0.17, -1.05, -0.46, 0.07, -1.20, 0.31, 0.51, 0.68, 0.48, 0.50, 0.01, -0.15, -0.66, -0.29, -0.86, 0.21, 0.48, 0.46, 0.43, 0.41, -0.01, -1.05, 0.07, -0.44, -0.65, 0.20, 0.48, 0.66, 0.38, 0.40, -0.54, -0.09, -0.30, 0.21, -0.55, -0.48, 0.92, -0.58, -0.53, 0.44, 0.34, 0.34, 0.43, 0.39, -0.62, -0.60, -0.65, -0.20, -0.21, -0.35, 1.04, -0.61, -0.55, 0.60, 0.34, 0.47, 0.77, 0.54, -0.45, -0.40, -0.46, -0.36, 0.00, -0.61, 1.01, -0.61, -0.53, 0.40, 0.40, 0.41, 0.67, 0.46]}

(3)
{"formula": "C30H30N8O2PdS2", "method": "ωB97M-V/def2-TZVPD", "gap_ev": 5.20, "relative_energy_kj_mol": 52.3, "spin_multiplicity": 1, "charge": 0, "lumo_ev": -0.57, "homo_ev": -5.77, "e_tot_ev": -72761.0473, "symbols": ["Pd", "C", "C", "C", "C", "C", "C", "C", "S", "O", "O", "N", "C", "C", "C", "C", "C", "N", "H", "H", "H", "H", "H", "H", "H", "H", "H", "H", "H", "S", "N", "C", "C", "C", "C", "C", "N", "C", "C", "N", "C", "C", "C", "C", "C", "N", "H", "H", "H", "H", "H", "H", "C", "C", "N", "C", "C", "N", "C", "C", "H", "H", "H", "H", "H", "H", "H", "H", "H", "H", "H", "H", "H"], "coordinates": [[0.308663, 1.048449, 0.013541], [1.469472, 7.508255, 1.834229], [0.445502, 6.458963, 1.494210], [0.609572, 5.625121, 0.393856], [-0.302318, 4.614604, 0.118509], [-1.417610, 4.471173, 0.922392], [-1.607079, 5.300492, 2.017690], [-0.669120, 6.275647, 2.310696], [-2.625700, 3.177428, 0.615231], [-3.600675, 3.266019, 1.673417], [-3.132110, 3.435184, -0.734762], [-1.946543, 1.748386, 0.509488], [-1.230917, 1.097677, 1.494028], [-0.634206, 1.724424, 2.621531], [0.010658, 0.948203, 3.557881], [0.033126, -0.437325, 3.405773], [-0.545889, -0.971064, 2.269564], [-1.156307, -0.255946, 1.323504], [2.256346, 7.544439, 1.082139], [1.916799, 7.291215, 2.805994], [1.013312, 8.496439, 1.905473], [1.472082, 5.751638, -0.250057], [-0.131446, 3.946888, -0.716779], [-2.487026, 5.146495, 2.627625], [-0.797898, 6.902587, 3.184899], [-0.705089, 2.795174, 2.735616], [0.486847, 1.411072, 4.413793], [0.498345, -1.079157, 4.140456], [-0.542871, -2.046404, 2.109475], [7.686810, -0.485193, -1.657474], [6.422628, -1.493320, -1.622825], [5.383541, -0.813124, -1.176180], [4.046938, -1.322167, -1.003938], [3.690856, -2.632103, -1.331702], [2.391862, -3.032896, -1.127565], [1.479119, -2.102100, -0.633329], [1.788807, -0.850089, -0.362855], [3.058924, -0.450327, -0.507564], [3.400879, 0.923589, -0.113493], [2.461812, 1.654227, 0.513039], [2.759438, 2.883706, 0.894677], [3.980023, 3.497657, 0.616914], [4.962895, 2.761479, -0.000864], [4.693092, 1.433666, -0.338888], [5.694124, 0.548649, -0.878445], [6.956244, 0.852718, -1.115505], [4.444203, -3.295406, -1.734453], [2.075664, -4.044850, -1.337211], [0.449619, -2.392288, -0.451551], [1.996506, 3.407955, 1.454555], [4.148863, 4.527299, 0.900409], [5.944418, 3.166135, -0.206612], [-2.566625, 0.133134, -2.368153], [-1.309094, -0.756208, -2.436869], [-0.312988, -0.164076, -3.328237], [0.068450, 1.164419, -2.829990], [-1.152552, 2.093902, -2.913808], [-2.355430, 1.283208, -3.300121], [-2.187933, 0.750185, -4.670916], [-0.853135, -0.043332, -4.673820], [-2.685885, 0.538349, -1.361495], [-3.477306, -0.386749, -2.665922], [-1.549260, -1.761958, -2.788504], [-0.875376, -0.810913, -1.437049], [0.893771, 1.541094, -3.437747], [0.429658, 1.082813, -1.721530], [-1.039204, 2.884772, -3.657634], [-1.387328, 2.530074, -1.954982], [-3.149512, 1.920325, -3.197894], [-2.176902, 1.569721, -5.388871], [-3.033342, 0.101449, -4.896279], [-0.108237, 0.458027, -5.293287], [-1.002740, -1.045587, -5.078046]], "forces_ev_per_a": [[0.9, 0.3, 0.6], [-0.1, 0.0, 0.0], [0.0, 0.0, 0.1], [0.0, -0.1, 0.0], [0.0, 0.2, -0.1], [-0.2, -0.4, 0.2], [0.0, 0.0, 0.0], [0.0, 0.0, -0.1], [-0.3, -0.9, -0.8], [0.2, 0.2, 0.3], [0.3, 0.1, 0.1], [-0.3, 0.6, -0.4], [-0.3, 0.0, 0.4], [-0.1, -0.2, 0.2], [-0.2, 0.0, 0.0], [0.2, -0.1, 0.0], [0.0, 0.1, 0.2], [-0.7, -0.1, 0.3], [0.0, 0.0, 0.0], [0.1, 0.0, 0.0], [0.0, 0.0, 0.0], [0.0, 0.0, 0.0], [-0.1, 0.0, 0.0], [0.0, 0.0, 0.1], [0.0, 0.0, 0.0], [0.0, 0.0, 0.0], [0.0, 0.0, 0.0], [0.0, 0.0, 0.0], [0.0, 0.0, 0.0], [-0.4, 0.1, 0.1], [0.1, -0.2, -0.1], [0.4, 0.3, 0.0], [-0.4, 0.0, 0.1], [0.0, 0.1, 0.0], [0.0, 0.0, 0.1], [0.0, -0.1, 0.0], [0.3, 0.0, 0.0], [0.1, -0.6, -0.2], [0.4, 0.5, 0.2], [0.1, -0.2, -0.3], [0.1, 0.1, 0.1], [0.1, 0.0, 0.0], [0.0, -0.1, 0.0], [-0.4, 0.2, 0.1], [0.2, -0.4, -0.2], [0.2, 0.2, 0.1], [0.0, 0.0, 0.0], [0.0, 0.0, 0.0], [0.0, 0.1, 0.0], [-0.1, 0.0, -0.1], [0.0, 0.0, 0.1], [0.0, 0.0, 0.0], [0.1, -0.2, 0.7], [0.1, 0.0, -0.1], [0.2, 0.0, 0.1], [-0.1, -0.3, 0.2], [0.4, 0.2, 0.2], [-0.2, 0.3, 0.1], [0.1, -0.1, -0.5], [0.2, -0.1, 0.1], [0.0, 0.2, 0.0], [0.0, 0.1, -0.1], [0.0, 0.0, 0.0], [-0.1, 0.0, 0.0], [0.0, 0.0, 0.0], [-0.3, 0.1, -1.7], [-0.1, 0.0, 0.0], [-0.2, 0.2, 0.3], [0.0, -0.2, -0.1], [0.0, 0.1, 0.1], [-0.1, 0.1, 0.1], [-0.1, 0.0, 0.0], [-0.1, 0.1, -0.1]], "mulliken_charge": [-0.60, -1.58, 1.12, -1.17, 0.20, -0.48, -0.29, -0.69, 1.43, -0.80, -0.81, -0.21, 0.33, -0.04, -0.57, -0.65, -0.44, -0.37, 0.35, 0.34, 0.40, 0.32, 0.25, 0.51, 0.41, 0.28, 0.44, 0.39, 0.41, 0.13, -0.70, 0.91, 0.16, -0.74, -1.17, -0.22, 0.21, -0.36, 0.12, 0.16, -0.46, -1.04, -0.67, 0.34, 0.92, -0.70, 0.52, 0.44, 0.46, 0.74, 0.52, 0.51, -0.77, 0.53, -0.13, 2.03, 0.03, 0.07, -0.50, -0.62, 0.21, 0.32, 0.49, -0.60, 0.64, -1.72, 0.20, -0.48, 0.34, 0.35, 0.33, 0.33, 0.39]}